ORCA calculation (ωB97M-V with the def2-TZVPD basis set) on the ion C8H14IN4O with charge +1 in a non-equilibrium geometry.

F_max: 5.45 eV/A
Energy relative to the best compared isomer or geometry (same formula, charge and spin): 0.832 eV
SMILES: CC(C)(C)[C@H]1N=N[N@+]2(N[C@@]2(C)I)C1=O
Electronic energy: -904.7370 Eh
Highest occupied orbital energy: -0.507 Eh

```
! wB97M-V def2-TZVPD RIJCOSX def2/J DEFGRID3
* xyz 1 1
I 4.37 0.62 0.06
O 0.19 -2.30 -0.35
N 3.07 -1.99 -1.08
N 2.07 -1.07 -0.99
N 2.03 0.33 -2.05
N 0.92 0.56 -2.02
C -1.14 2.07 -0.88
C 3.11 -1.15 -0.01
C -1.04 0.67 -0.32
C 2.77 -1.91 1.18
C 0.69 -1.32 -0.81
C -0.37 0.62 1.06
C -0.09 -0.17 -1.43
C -2.40 0.03 -0.21
H -0.12 -0.34 1.30
H -3.03 0.75 0.21
H -1.36 2.68 -0.01
H -0.71 -0.44 -2.31
H -0.17 2.53 -1.21
H -2.81 -0.23 -1.14
H 3.65 -2.19 1.65
H 2.32 -2.75 0.88
H -2.11 2.24 -1.57
H -1.12 0.91 1.81
H -2.35 -0.92 0.32
H 3.81 -1.75 -1.75
H 2.25 -1.23 1.90
H 0.51 1.25 1.11
*
```

---

ORCA calculation (ωB97M-V with the def2-TZVPD basis set) on a cluster of 2 separate species, C3H6OS2 in total in a non-equilibrium geometry.

F_max: 5.87 eV/A
Energy relative to the best compared isomer or geometry (same formula, charge and spin): 5.742 eV
Electronic energy: -989.3175 Eh
Highest occupied orbital energy (alpha / beta): -0.307 / -0.310 Eh

```
! wB97M-V def2-TZVPD RIJCOSX def2/J DEFGRID3
* xyz 0 1
S -3.33 0.82 0.21
S -1.57 -1.65 -0.56
O -4.56 0.05 0.13
C 0.06 -1.61 0.47
C -2.04 -0.08 -0.18
C -0.16 1.58 -0.53
H 0.11 0.90 -1.26
H 0.53 -0.85 0.03
H -0.56 2.62 -0.65
H 0.55 -2.66 0.36
H -0.19 -1.50 1.55
H 0.22 1.51 0.39
*
```

---

ORCA calculation (ωB97M-V with the def2-TZVPD basis set) on an isolated molecule of C6H8Cl2N2O2 in a non-equilibrium geometry.

F_max: 7.30 eV/A
Expectation value of S²: 2.008
Energy relative to the best compared isomer or geometry (same formula, charge and spin): 1.805 eV
Electronic energy: -1413.5510 Eh
Highest occupied orbital energy (alpha / beta): -0.205 / -0.368 Eh

```
! wB97M-V def2-TZVPD RIJCOSX def2/J DEFGRID3
* xyz 0 3
Cl 1.32 0.86 -2.11
Cl -1.99 -2.21 -0.92
O -2.08 0.73 -0.76
O -1.22 1.25 1.24
N 0.07 -1.59 0.57
N -0.33 -1.72 -0.81
C 1.26 0.25 -0.44
C 1.49 -1.85 0.74
C 2.25 -0.89 -0.19
C -0.09 -0.34 -0.11
C -1.20 0.62 0.22
C -3.16 1.63 -0.56
H 1.44 1.11 0.22
H -3.68 1.39 0.36
H -2.79 2.66 -0.51
H 1.70 -2.90 0.53
H -3.82 1.51 -1.42
H 2.48 -1.39 -1.14
H 3.17 -0.54 0.26
H 1.70 -1.64 1.79
*
```

---

ORCA calculation (ωB97M-V with the def2-TZVPD basis set) on a structure of composition C26H29GdN5O.

F_max: 0.89 eV/A
Expectation value of S²: 16.027
Electronic energy: -2122.0476 Eh
Highest occupied orbital energy (alpha / beta): -0.662 / -0.662 Eh

```
! wB97M-V def2-TZVPD RIJCOSX def2/J DEFGRID3
* xyz 3 8
Gd 0.17 -0.01 -0.04
O 1.88 -0.68 1.64
N -1.60 -1.19 1.17
N 1.75 0.18 -1.93
N -1.98 0.89 -0.86
N -0.90 -1.60 -1.59
N -0.31 2.22 0.92
C 3.86 -0.07 -3.75
C 3.18 1.26 -0.27
C 1.57 -0.35 -3.16
C -1.85 2.36 -0.98
C -2.83 -0.81 0.79
C 2.99 0.62 -1.63
C -1.48 -2.36 1.81
C -2.70 -2.03 -3.11
C -0.12 3.98 2.55
C -1.57 4.24 0.68
C 3.16 -0.95 1.00
C 4.06 0.51 -2.51
C -3.83 -2.77 1.72
C -1.99 -1.19 -2.26
C -1.01 4.77 1.83
C -3.96 -1.58 1.03
C -1.23 2.97 0.26
C -2.28 -3.34 -3.28
C -1.17 -3.78 -2.57
C -2.56 -3.17 2.13
C 2.58 -0.50 -4.09
C 0.22 2.74 2.05
C 3.92 0.35 0.72
C -2.96 0.58 0.20
C -2.39 0.27 -2.14
C -0.51 -2.88 -1.74
H -2.28 4.83 0.10
H -1.27 5.76 2.17
H 2.37 -0.93 -5.05
H 4.68 -0.18 -4.45
H -3.56 -1.66 -3.64
H -2.42 -4.08 2.69
H 2.20 1.57 0.14
H -3.48 0.36 -2.28
H 4.90 0.09 0.32
H 0.37 -3.19 -1.19
H -2.81 1.28 1.03
H 0.94 2.11 2.57
H -2.80 -4.01 -3.95
H 3.78 2.17 -0.41
H -2.83 2.83 -1.15
H -1.92 0.81 -2.98
H -4.93 -1.25 0.69
H 0.32 4.34 3.46
H 2.08 -0.50 2.57
H 2.94 -1.50 0.07
H -4.70 -3.37 1.95
H 3.76 -1.60 1.64
H -1.22 2.61 -1.84
H -3.98 0.73 -0.17
H -0.48 -2.65 2.12
H 5.03 0.90 -2.24
H -0.81 -4.79 -2.66
H 0.55 -0.64 -3.42
H 4.08 0.89 1.66
*
```

---

ORCA calculation (ωB97M-V with the def2-TZVPD basis set) on an isolated molecule of C4H8N2O2 in a non-equilibrium geometry.

F_max: 4.47 eV/A
Energy relative to the best compared isomer or geometry (same formula, charge and spin): 5.943 eV
SMILES: CN(C)/C=C/[N+](=O)[O-]
Electronic energy: -417.0375 Eh
Highest occupied orbital energy: -0.322 Eh

```
! wB97M-V def2-TZVPD RIJCOSX def2/J DEFGRID3
* xyz 0 1
O -1.59 -1.11 -2.94
O -1.20 -3.02 -2.14
N 0.20 0.56 0.48
N -1.00 -1.78 -2.14
C -0.17 -1.35 -0.92
C -0.40 -0.03 -0.61
C 0.77 -0.15 1.55
C 0.29 2.11 0.64
H 0.24 -2.20 -0.43
H -1.20 0.61 -1.07
H 1.44 0.49 2.16
H 0.07 -0.70 2.23
H 1.61 -0.85 1.14
H -0.06 2.44 1.69
H -0.31 2.48 -0.16
H 1.32 2.49 0.49
*
```

---

ORCA calculation (ωB97M-V with the def2-TZVPD basis set) on a structure of composition C5H12O in a non-equilibrium geometry.

F_max: 1.65 eV/A
Energy relative to the best compared isomer or geometry (same formula, charge and spin): 3.199 eV
Electronic energy: -272.8311 Eh
Highest occupied orbital energy: -0.349 Eh

```
! wB97M-V def2-TZVPD RIJCOSX def2/J DEFGRID3
* xyz 0 1
O -0.81 -2.53 1.38
C 0.81 1.27 -1.78
C 0.83 0.59 0.70
C -0.61 -0.54 -0.53
C 0.03 0.84 -0.57
C -0.26 -0.18 1.35
H -1.60 -0.62 -1.03
H 0.04 -1.29 -1.03
H 1.27 2.24 -1.57
H -1.63 -2.33 1.84
H 1.25 1.44 1.25
H 0.17 1.37 -2.66
H -0.77 1.55 -0.33
H -1.18 0.36 1.60
H -0.83 -1.89 0.64
H 1.63 -0.13 0.47
H 1.60 0.55 -2.00
H 0.05 -0.70 2.28
*
```